(1)
75
Properties=species:S:1:pos:R:3:forces:R:3:mulliken_charge:R:1 method="wB97M-V/def2-TZVPD" spin_multiplicity=5 charge=0 homo_ev="-5.8 / -7.0" e_above_lowest_kj_mol=602.1 s_squared=6.016 total_energy_ha=-3108.5577 homo_lumo_gap_ev="5.1 / 6.3"
C 4.4205 -1.5383 -3.6777 0.3 -0.5 0.3 -1.29
C 4.3508 -0.6853 -2.4062 -3.1 -1.5 -1.0 1.52
H 5.2349 -1.2102 -4.3362 -0.4 0.1 0.0 0.39
H 3.4457 -1.5296 -4.1946 0.6 0.1 0.2 0.11
H 4.6432 -2.6037 -3.4215 -0.1 0.8 -0.1 0.30
C 5.5412 -0.2494 -1.7958 0.1 0.1 0.5 -0.72
C 6.8582 -0.1087 -2.4072 0.5 0.3 0.2 -1.65
H 5.5310 -0.3177 -0.7380 0.0 0.3 0.9 0.58
H 6.8624 0.4489 -3.3236 -0.1 0.3 -0.6 0.38
H 7.3765 -1.0443 -2.6036 0.0 -0.4 -0.1 0.33
H 7.4715 0.4132 -1.6795 0.3 0.2 -0.1 0.41
Rh -1.4056 -0.0560 -0.0515 -0.8 1.2 -0.6 1.19
Cl -1.7898 -2.4051 0.3032 -0.7 -1.3 -0.4 -0.68
Cl -1.8590 1.1417 -2.3074 1.1 -0.4 -0.8 -0.48
H -6.2842 1.0931 0.8654 0.0 0.2 -0.2 0.32
H -6.3112 -1.9138 -0.3819 0.1 0.2 -0.2 0.32
C -6.0218 1.1045 -0.2015 0.2 0.1 0.1 -0.90
C -5.8992 -1.2212 -1.1360 0.4 -0.4 0.3 -0.88
N -5.2318 -0.0752 -0.5182 -0.5 0.6 0.4 0.23
H -5.4405 2.0033 -0.4193 -0.2 -0.1 0.1 0.25
C -4.0778 -0.2293 0.1411 0.2 -1.0 -0.2 0.02
O -3.4479 0.6310 0.7825 -1.2 -0.2 -0.5 -0.78
H -5.1632 -1.7779 -1.7345 -0.3 0.2 0.1 0.28
H -3.6898 -1.2644 0.0578 -0.1 0.4 0.1 0.37
H -6.9245 1.0801 -0.7971 -0.2 0.2 -0.1 0.36
H -6.7235 -0.8781 -1.7665 0.3 0.0 0.0 0.32
H 1.6380 2.1493 -2.8597 0.0 0.2 0.1 0.04
H 3.8878 3.1591 -0.5849 -0.4 0.2 0.0 0.32
C 1.4891 3.1097 -2.3500 -0.3 -0.2 0.4 -0.71
C 2.9381 3.6957 -0.3986 0.0 -0.3 0.0 -1.05
N 1.7670 2.9725 -0.9280 -0.1 0.3 0.8 0.34
H 0.4448 3.4325 -2.4616 0.3 0.0 -0.2 0.27
C 0.7795 2.6063 -0.0374 -1.3 0.7 -0.2 0.13
O -0.4303 2.4989 -0.2931 2.5 0.0 0.3 -0.55
H 2.8251 3.8222 0.6951 0.1 0.0 -0.6 0.31
H 1.1879 2.5036 0.9996 -0.4 -0.1 -0.5 0.11
H 2.1947 3.8444 -2.7386 -0.2 0.0 -0.2 0.32
H 3.0151 4.6785 -0.8914 -0.1 -0.2 0.3 0.42
O 3.0350 0.1330 -2.4694 1.3 0.2 0.3 -0.50
C 3.1079 -0.9617 -1.5639 0.2 1.4 -0.5 -0.04
C 3.2706 0.5792 0.6297 0.0 -1.2 -1.2 1.23
C 3.0605 -0.6373 -0.0882 1.5 -1.3 2.0 -0.61
H 3.1522 1.4974 0.0664 0.6 -0.4 0.2 -0.12
C 3.3982 0.5821 2.0281 0.3 -0.3 0.0 -0.74
H 2.4818 -1.7864 -1.9399 0.3 0.0 0.8 0.47
C 2.8686 -1.8005 0.7359 0.6 0.2 -1.0 -0.65
H 3.6089 1.5400 2.5335 -0.2 -0.5 -0.2 0.36
C 3.3456 -0.6172 2.7625 0.1 0.7 -0.6 -0.55
C 2.9969 -1.7987 2.1020 0.7 0.4 0.5 -0.69
H 2.4365 -2.6787 0.2560 0.5 0.0 0.0 0.26
H 3.5975 -0.6191 3.8205 -0.3 0.0 -0.1 0.43
H 2.8749 -2.7065 2.6813 -0.1 0.0 -0.2 0.39
Si -0.6020 0.0869 -4.3496 -4.7 0.4 0.9 0.80
Cl 0.6697 -0.6890 0.3068 0.4 -0.4 -1.1 -0.19
C -0.9032 1.6673 -5.2879 0.8 0.6 -0.1 -1.05
C -2.3259 -0.8160 -4.2743 0.9 -0.5 -0.2 -1.24
C 0.6949 -1.0634 -4.9782 1.0 -0.6 0.5 -1.06
H -0.6976 2.5912 -4.6855 -0.1 -0.9 -0.6 0.27
H -1.9504 1.7178 -5.6719 0.8 -0.2 0.4 0.32
H -0.1844 1.6032 -6.1250 -0.4 0.5 0.0 0.37
H 1.7081 -0.6912 -5.1546 -0.3 0.3 0.1 0.27
H 0.2960 -1.3788 -5.9568 -0.2 0.2 0.2 0.51
H 0.8077 -1.9820 -4.3750 -0.2 0.4 -0.1 0.34
H -2.4087 -1.4125 -3.3470 0.1 0.2 -0.5 0.26
H -2.4026 -1.4862 -5.1311 -0.1 -0.3 -0.1 0.44
H -3.1834 -0.1246 -4.2892 0.7 -0.1 0.0 0.34
C -1.7291 -1.1670 3.2917 0.2 0.1 -0.1 -1.15
C -0.7353 -0.1327 2.9409 0.6 2.8 -1.4 0.94
N 0.2687 0.1273 3.8104 -0.4 -0.7 0.5 -0.37
O -0.8036 0.6247 1.9161 -0.6 -1.1 3.4 -0.49
H -1.6353 -1.4689 4.3109 0.1 -0.2 0.8 0.47
H -1.6319 -2.0276 2.6487 0.1 -0.2 -0.3 0.15
H -2.6997 -0.7433 3.1388 -0.6 0.2 -0.2 0.15
H 0.9778 0.7943 3.5379 -0.1 -0.2 0.0 0.22
H 0.3426 -0.3787 4.6967 0.1 0.4 -0.8 0.21



(2)
14
Properties=species:S:1:pos:R:3:forces:R:3:nbo_charge:R:1 method="wB97M-V/def2-TZVPD" charge=-1 homo_ev="-3.2 / -4.0" e_above_lowest_kj_mol=263.5 total_energy_ha=-3315.7956 homo_lumo_gap_ev="6.5 / 7.3"
C 1.3276 -0.9864 -0.8202 -2.2 -2.0 -2.3 -0.62
C -0.1169 -0.4737 -1.0120 -1.2 0.3 -0.5 -0.47
C -0.9548 -0.6657 0.2156 1.5 2.2 -0.3 -0.42
O -0.3855 2.6139 0.3150 -0.2 0.1 0.2 -0.98
O 1.0864 1.6559 2.0115 -0.1 0.1 0.4 -0.98
O -1.3334 2.0105 2.5237 0.1 0.2 0.2 -0.96
S -0.2834 1.8238 1.5408 0.2 -1.6 -1.4 2.22
Br -2.7533 -0.2266 0.1400 -0.8 -0.2 -0.2 0.02
H 1.2515 -2.0709 -0.6512 -0.2 -0.2 -0.4 0.18
H 1.8959 -0.7532 0.0261 0.9 1.8 0.8 0.23
H 1.6807 -0.8833 -1.8609 1.1 0.2 0.9 0.21
H -0.1225 0.6417 -1.1978 0.0 -1.2 -0.5 0.25
H -0.6238 -1.1308 -1.9093 1.2 1.8 1.6 0.16
H -0.6687 -1.5549 0.6786 -0.3 -1.4 1.4 0.16



(3)
29
Properties=species:S:1:pos:R:3:forces:R:3:nbo_charge:R:1 method="wB97M-V/def2-TZVPD" charge=0 homo_ev=-9.2 e_above_lowest_kj_mol=401.0 smiles=c1ccccc1.CCCCC total_energy_ha=-429.7879 homo_lumo_gap_ev=10.2
C 2.1845 -2.4927 0.3704 -1.1 2.1 2.6 -0.64
C 2.2623 -1.1613 -0.4573 -1.5 0.2 -1.4 -0.41
C 2.0928 0.2313 0.3954 1.1 -1.5 1.7 -0.39
C 2.1221 1.4371 -0.6056 1.6 -1.3 3.0 -0.42
C 1.7529 2.7486 0.0525 0.1 1.9 0.2 -0.63
C -2.7293 -0.5659 -1.3755 -0.4 1.7 2.2 -0.22
C -3.7965 0.2797 -0.9400 -0.4 -1.9 -2.5 -0.20
C -4.0520 0.4311 0.3861 2.0 0.5 2.5 -0.22
C -3.0129 0.2143 1.4220 0.3 -1.8 -5.9 -0.19
C -1.8023 -0.4213 0.9431 -3.7 1.4 0.5 -0.22
C -1.8048 -0.8372 -0.4005 4.5 -1.4 0.7 -0.21
H 2.8048 -2.6647 1.3958 -1.2 0.5 -2.9 0.22
H 1.1136 -2.5288 0.6254 0.1 0.3 1.0 0.20
H 2.1005 -3.2921 -0.2832 1.2 -1.9 -1.3 0.21
H 1.1919 -1.0357 -1.0269 2.7 -1.0 0.7 0.19
H 3.1318 -1.3748 -1.3495 -2.2 1.7 2.6 0.22
H 1.1195 0.2252 1.1470 2.0 -0.2 -2.4 0.20
H 2.9299 0.2228 1.1972 -0.9 0.5 -1.4 0.19
H 1.4494 1.1353 -1.2931 -2.5 -0.5 -2.6 0.20
H 3.0989 1.3485 -1.1432 -0.5 0.8 0.7 0.21
H 2.1386 2.7722 1.0681 1.1 0.1 0.0 0.21
H 2.2240 3.5927 -0.5719 -1.1 -0.9 1.2 0.22
H 0.6852 2.9959 0.4104 1.0 -0.8 -1.8 0.22
H -2.5874 -0.9840 -2.3310 -0.1 0.0 -1.2 0.22
H -4.5686 0.6047 -1.6846 0.7 -0.4 0.8 0.21
H -5.0565 0.7382 0.5997 -0.1 0.6 0.7 0.21
H -3.2131 0.3931 2.4028 -0.4 0.6 2.6 0.20
H -1.0196 -0.6475 1.6530 0.2 -0.1 -0.3 0.22
H -0.7596 -1.3647 -0.6066 -2.6 0.7 -0.2 0.20